DFT (ωB97M-V/def2-TZVPD) results for a 3-piece molecular cluster, C6H14N2O overall in a non-equilibrium geometry.

```
23
Properties=species:S:1:pos:R:3
C 0.14 -0.51 -0.23
C -0.39 1.15 -1.43
C 0.78 -1.40 -1.28
C -1.15 -1.02 0.37
C -1.32 2.10 -0.77
N 1.02 0.19 0.55
N 0.55 1.09 1.46
C 1.76 -1.38 1.64
O 1.10 -1.74 2.59
H -0.04 0.66 2.17
H 1.32 1.58 1.90
H 2.87 -1.54 1.74
H -0.84 0.55 -2.22
H 0.58 1.55 -1.70
H 0.11 -1.52 -2.14
H 1.73 -0.99 -1.61
H 0.97 -2.40 -0.86
H -0.99 -1.68 1.23
H -1.79 -0.20 0.70
H -1.71 -1.61 -0.36
H -2.36 1.75 -0.80
H -1.28 3.10 -1.24
H -1.06 2.27 0.29
```

- net charge = 0
- frontier orbital gap (eV) = 7.53
- HOMO level (hartree) = -0.2594

=====

DFT (ωB97M-V/def2-TZVPD) results for a 2-piece molecular cluster, C6H14N2O overall in a non-equilibrium geometry.

```
23
Properties=species:S:1:pos:R:3
C 1.42 1.32 0.97
C 0.00 2.09 -0.89
C -2.07 0.10 -0.13
N 0.34 0.99 0.03
C -0.84 0.23 0.72
O -0.81 0.12 1.93
H 1.69 0.43 1.53
H -0.63 1.71 -1.69
H 1.10 2.09 1.67
H 2.29 1.64 0.40
H 0.91 2.49 -1.33
H -0.53 2.89 -0.36
H -1.84 -0.13 -1.17
H -2.68 -0.70 0.28
H -2.64 1.04 -0.09
N 0.96 -2.18 0.97
C 0.37 -1.63 -0.16
C 0.25 -2.26 -1.34
H 0.58 -1.85 1.84
H 1.14 -3.18 0.95
H 0.54 -0.18 -0.39
H -0.23 -1.77 -2.18
H 0.68 -3.24 -1.55
```

- net charge = 0
- frontier orbital gap (eV) = 8.18
- HOMO level (hartree) = -0.2740

=====

DFT (ωB97M-V/def2-TZVPD) results for one molecule with the formula C6H14N2O in a non-equilibrium geometry.

```
23
Properties=species:S:1:pos:R:3
C 2.47 -0.01 -0.80
C -0.66 0.68 -0.92
N -1.24 1.92 -0.78
O 1.57 0.88 -0.16
N -0.64 0.18 -2.10
H -1.41 2.34 -1.69
H -0.78 2.54 -0.12
H -0.20 -0.73 -2.16
H 3.11 0.54 -1.49
H 3.10 -0.52 -0.06
H 1.93 -0.78 -1.36
C -0.45 -1.75 0.20
C -1.71 0.05 1.39
C -0.51 -0.25 0.48
C 0.77 0.31 1.05
H -1.24 -2.33 0.70
H -2.65 -0.14 0.86
H 0.49 -2.20 0.54
H -0.54 -2.06 -0.84
H -1.74 1.10 1.72
H -1.68 -0.57 2.29
H 1.40 -0.40 1.59
H 0.61 1.21 1.65
```

- net charge = 0
- frontier orbital gap (eV) = 9.69
- HOMO level (hartree) = -0.3259

=====

DFT (ωB97M-V/def2-TZVPD) results for a 2-piece molecular cluster, C6H14N2O2 overall in a non-equilibrium geometry.

```
24
Properties=species:S:1:pos:R:3
C 0.37 -0.01 2.54
C 0.96 3.10 0.20
C 1.21 0.91 1.63
O 2.21 0.60 1.06
N 0.55 2.02 1.14
H 0.19 0.31 3.49
H -0.28 2.33 1.61
H 0.14 3.46 -0.49
H -0.70 -0.24 2.10
H 0.95 -0.89 2.57
H 1.38 4.02 0.75
H 1.77 2.74 -0.50
C -1.58 0.09 -2.45
C -0.32 -2.21 0.24
C -0.93 -1.86 -1.12
O -1.54 -2.59 -1.82
N -0.66 -0.55 -1.44
H -0.18 0.11 -0.85
H -0.96 0.56 -3.13
H 0.02 -3.31 -0.07
H -1.92 -0.81 -3.23
H -2.47 0.71 -2.16
H 0.42 -1.52 0.75
H -1.18 -2.03 1.08
```

- net charge = 0
- frontier orbital gap (eV) = 10.09
- HOMO level (hartree) = -0.3519

=====

DFT (ωB97M-V/def2-TZVPD) results for one molecule with the formula C6H14N2O2 in a non-equilibrium geometry.

```
24
Properties=species:S:1:pos:R:3
C -0.33 0.95 0.72
C -1.14 1.87 1.72
C 0.51 -0.18 1.46
C 1.19 -1.02 0.40
C 0.23 -1.49 -0.68
C 0.34 -0.84 -2.07
H 0.26 2.86 0.00
H 1.47 2.09 0.87
H -0.98 0.69 -0.17
H 1.21 0.15 2.20
H -0.18 -0.79 2.10
H 1.93 -0.25 -0.09
H 1.77 -1.90 0.82
H -0.90 -1.49 -0.47
H 0.45 -2.60 -0.86
H 0.73 0.14 -2.03
H 0.98 -1.52 -2.62
H -1.15 -1.81 -3.14
H -1.66 -0.44 -2.43
H -1.54 0.23 2.62
N 0.77 1.94 0.13
N -0.89 -0.82 -2.86
O -1.21 3.09 1.75
O -1.88 1.16 2.64
```

- net charge = 0
- frontier orbital gap (eV) = 9.93
- HOMO level (hartree) = -0.3435

=====

DFT (ωB97M-V/def2-TZVPD) results for a 2-piece molecular cluster, C6H14N2O2 overall in a non-equilibrium geometry.

```
24
Properties=species:S:1:pos:R:3
C 2.63 0.92 0.33
C 0.44 -1.15 2.62
C 1.93 -0.26 0.94
O 2.23 -1.39 0.58
N 0.93 -0.04 1.83
H 3.69 0.75 0.33
H 0.73 0.89 2.15
H 1.27 -1.71 3.05
H 2.24 1.12 -0.67
H 2.48 1.85 0.91
H -0.19 -0.75 3.41
H -0.09 -1.85 1.96
C -1.13 -1.44 -2.41
C -1.78 1.76 -0.50
C -2.08 0.57 -1.39
O -3.13 0.47 -2.00
N -1.09 -0.36 -1.46
H -0.37 -0.40 -0.76
H -1.35 -2.40 -1.94
H -1.95 2.67 -1.08
H -1.97 -1.29 -3.07
H -0.21 -1.45 -3.01
H -2.48 1.76 0.33
H -0.75 1.75 -0.15
```

- net charge = 0
- frontier orbital gap (eV) = 10.09
- HOMO level (hartree) = -0.3510

=====

DFT (ωB97M-V/def2-TZVPD) results for a 2-piece molecular cluster, C6H14N2O2 overall in a non-equilibrium geometry.

```
24
Properties=species:S:1:pos:R:3
C 2.57 -1.70 -0.28
C 0.75 1.48 -1.29
C 1.82 0.43 -1.21
O 2.85 0.56 -1.85
N 1.62 -0.60 -0.36
H 0.76 -0.74 0.09
H 3.38 -1.53 -0.98
H 0.98 2.27 -2.02
H 3.08 -1.68 0.69
H 2.05 -2.65 -0.31
H -0.26 1.21 -1.59
H 0.82 2.20 -0.48
C -2.04 -0.97 -0.77
C -1.27 1.08 2.33
C -2.21 -0.29 0.57
O -2.99 -0.75 1.39
N -1.36 0.71 0.93
H -2.78 -1.76 -0.81
H -0.61 1.00 0.31
H -0.75 0.36 2.96
H -2.22 -0.29 -1.60
H -1.07 -1.45 -0.85
H -0.84 2.08 2.41
H -2.28 1.06 2.73
```

- net charge = 0
- frontier orbital gap (eV) = 10.35
- HOMO level (hartree) = -0.3594

=====

DFT (ωB97M-V/def2-TZVPD) results for a 2-piece molecular cluster, C6H14N2O2 overall in a non-equilibrium geometry.

```
24
Properties=species:S:1:pos:R:3
C -0.97 2.12 1.13
C 1.60 2.04 -1.68
C 0.12 2.42 0.24
O 0.57 3.62 0.28
N 0.77 1.55 -0.65
H -1.95 1.94 0.72
H 0.57 0.65 -0.64
H 1.35 2.21 -2.68
H -0.75 0.99 1.51
H -0.85 2.60 2.18
H 2.01 3.06 -1.28
H 2.60 1.38 -1.67
C -2.14 -1.53 -0.05
C 1.22 -2.83 0.52
C 0.06 -1.99 0.66
O -0.22 -1.16 1.56
N -0.82 -1.85 -0.42
H -0.55 -2.12 -1.38
H -2.53 -0.75 -0.88
H 1.13 -3.58 -0.28
H -2.74 -2.35 0.25
H -2.11 -1.00 1.01
H 2.02 -2.21 0.14
H 1.59 -3.21 1.42
```

- net charge = 0
- frontier orbital gap (eV) = 9.58
- HOMO level (hartree) = -0.3357

=====

Question: Number 4 is which compound?
Answer: C6H14N2O2